DFT (ωB97M-V/def2-TZVPD) results for C14H8F3IrNO6S as an isolated structure in a non-equilibrium geometry.

Summary:
* ΔE to the lowest compared entry with this formula, charge and spin: 19.89 kcal per mole
* charge: -1
* molar mass: 567.497 g mol⁻¹
* frontier orbital gap (spin up / spin down): 0.238 / 0.235 Ha
* spin multiplicity: 5
* DFT total energy: -50251.1001 eV

Cartesian coordinates (Å):
Ir 0.79 -1.18 -0.12
C -2.53 -0.95 -0.43
C -1.84 0.37 -0.41
C -2.50 1.55 -0.05
C -1.83 2.75 -0.09
C -0.48 2.79 -0.51
C 0.29 3.97 -0.58
C 1.59 3.91 -1.00
C 2.18 2.71 -1.37
C 1.47 1.52 -1.31
S 2.20 0.01 -1.76
C 0.12 1.55 -0.86
N -0.56 0.38 -0.78
H -3.60 -0.84 -0.57
H -2.37 -1.47 0.51
H -2.10 -1.58 -1.21
H -3.53 1.51 0.25
H -2.32 3.68 0.17
H -0.17 4.90 -0.28
H 2.18 4.82 -1.06
H 3.21 2.68 -1.67
O 0.17 -0.32 4.24
C 0.30 -0.47 3.06
O -0.15 -1.08 2.12
C 1.65 0.69 2.45
O 1.91 1.51 3.27
O 1.94 0.34 1.32
F 1.67 -6.08 -0.70
C 0.51 -5.42 -0.53
F -0.27 -5.75 -1.58
F -0.08 -5.97 0.55
C 0.69 -3.88 -0.38
O -0.16 -3.18 -0.97
O 1.63 -3.46 0.29

***

DFT (ωB97M-V/def2-TZVPD) results for a 2-piece molecular cluster, C4H8O2 overall in a non-equilibrium geometry.

Summary:
* ΔE to the lowest compared entry with this formula, charge and spin: 18.34 kcal per mole
* charge: -1
* molar mass: 88.106 g mol⁻¹
* frontier orbital gap (spin up / spin down): 0.063 / 0.194 Ha
* spin multiplicity: 2
* DFT total energy: -8370.3197 eV

Cartesian coordinates (Å):
O 0.57 3.80 1.50
C 1.10 4.76 0.84
C 0.54 5.17 -0.54
H 2.10 5.19 1.05
H -0.15 4.36 -0.86
H 1.33 5.53 -1.23
H -0.11 6.01 -0.39
O 0.67 -5.92 -0.72
C 0.07 -4.99 -0.25
C -1.40 -4.97 0.06
H 0.56 -4.02 -0.01
H -1.55 -4.88 1.13
H -1.91 -5.91 -0.13
H -1.84 -4.13 -0.45

***

DFT (ωB97M-V/def2-TZVPD) results for one molecule with the formula C3H4FN3 in a non-equilibrium geometry.

Summary:
* ΔE to the lowest compared entry with this formula, charge and spin: 129.29 kcal per mole
* structure (SMILES): C=C/C=N\N=N\F
* charge: 0
* molar mass: 101.084 g mol⁻¹
* frontier orbital gap: 0.373 Ha
* spin multiplicity: 1
* DFT total energy: -10358.1142 eV

Cartesian coordinates (Å):
C -0.48 -1.13 -0.76
C 0.38 -0.17 -1.10
C 0.21 1.26 -0.73
N 0.18 1.60 0.51
N 0.33 0.90 1.54
N -0.31 -0.09 1.87
F 0.28 -0.76 3.01
H -1.40 -1.02 -0.18
H -0.54 -2.19 -1.07
H 1.23 -0.43 -1.74
H 0.11 2.03 -1.36

***

- Which of these has the highest DFT total energy?
  C4H8O2